(1)
A 15-piece molecular cluster, C22H64BO31 overall in a non-equilibrium geometry, computed with ωB97M-V/def2-TZVPD.

Structure (XYZ):
```
118
Properties=species:S:1:pos:R:3:forces:R:3:lowdin_charge:R:1
O -0.480 -2.229 -1.516 -0.0702 0.0906 -0.2307 0.1350
C -0.654 -1.235 -0.865 0.5008 -0.3165 0.9491 -0.3515
O 0.161 -0.223 -0.705 -0.0282 -0.0016 -0.2209 0.2299
B -0.359 0.702 0.341 -0.0800 -0.1858 -0.5415 -0.8858
O -1.625 0.087 0.779 0.4788 0.2947 0.2831 0.2372
C -1.803 -1.046 0.144 -1.1087 -0.2989 -0.2996 -0.3670
O -2.735 -1.795 0.299 0.5912 0.0606 0.0018 0.1288
O -0.574 2.032 -0.215 0.0403 0.0498 0.0372 0.2428
C 0.285 2.881 0.324 -0.1011 -0.0882 0.4801 -0.3628
O 0.424 4.035 0.069 0.0439 0.2147 0.1038 0.1605
C 1.066 2.103 1.411 0.3481 -0.0455 -0.4510 -0.3432
O 0.659 0.846 1.403 -0.5358 0.1220 -0.1105 0.2087
O 1.948 2.538 2.092 0.0384 0.1320 0.3155 0.1346
O 1.722 6.511 1.340 0.0099 -0.0320 0.0557 -0.0642
H 1.399 5.602 1.282 0.0158 0.0933 -0.1526 -0.0023
H 2.377 6.575 0.637 -0.0478 -0.0747 0.0244 0.0327
O 4.136 4.144 3.371 0.1794 0.0923 -0.3268 -0.0597
H 4.675 3.364 3.527 -0.0107 0.0193 0.0119 0.0184
H 3.458 3.846 2.749 -0.0022 0.1036 0.2367 -0.0040
O -5.429 -1.393 1.051 0.0536 0.2004 0.1519 -0.0667
H -5.686 -0.474 0.922 0.0127 -0.0684 0.0669 0.0310
H -4.477 -1.360 1.242 -0.2308 -0.1382 -0.2470 0.0031
O 1.060 -3.729 -3.403 -0.1771 -0.2653 0.2363 -0.0556
H 0.514 -3.422 -2.654 0.2695 0.1607 -0.3377 0.0074
H 0.705 -4.592 -3.642 0.0643 0.0702 0.0317 0.0446
O 2.373 2.354 5.021 -0.1428 -0.3609 0.0878 -0.0578
H 3.106 1.829 5.358 -0.0865 0.0137 0.0126 0.0342
H 2.182 1.983 4.148 0.0871 0.2144 0.0299 -0.0030
C 3.841 -2.265 -2.083 -0.8901 -0.6139 0.2459 -0.2327
C 2.886 -1.176 -2.587 1.0107 -0.0024 -0.2977 -0.2254
O 3.494 -0.133 -3.340 0.5236 -0.0277 0.1189 -0.0719
O 4.115 -3.282 -3.039 0.5118 0.3860 -0.1687 -0.0721
H 3.350 -2.771 -1.241 -0.0957 0.2628 0.2133 0.1011
H 4.773 -1.879 -1.669 0.1859 0.0881 -0.3649 0.1113
H 2.380 -0.738 -1.721 -0.3869 -0.2372 -0.1885 0.0883
H 2.237 -1.669 -3.312 -0.5206 0.1836 0.4792 0.1072
H 4.274 0.179 -2.850 -0.2736 0.0562 -0.1099 0.0464
H 3.256 -3.618 -3.320 -0.1337 0.0033 -0.0165 0.0457
C -1.950 4.644 -2.080 0.2517 0.4736 0.2640 -0.2303
C -3.465 4.775 -1.890 0.8039 0.0596 -1.1143 -0.2120
O -4.076 4.154 -3.026 -0.4899 -0.1676 0.5033 -0.0842
O -1.536 5.422 -3.215 -0.2673 -0.5980 -0.2964 -0.0795
H -1.624 3.613 -2.243 -0.3990 -0.1869 0.1787 0.1085
H -1.361 5.021 -1.245 -0.2261 0.0867 0.1199 0.1081
H -3.720 5.828 -2.011 0.0672 0.0992 0.3918 0.1161
H -3.817 4.414 -0.923 -0.0427 -0.2139 -0.0317 0.1169
H -4.251 3.221 -2.828 0.2512 -0.0260 -0.3301 0.0475
H -2.049 5.045 -3.948 0.0161 0.3257 0.0555 0.0863
C -1.728 0.038 3.961 -0.3577 1.3789 0.4728 -0.2194
C -1.620 1.525 4.340 1.0197 -0.6321 0.1402 -0.2348
O -2.802 2.056 4.883 -0.6872 0.1218 -0.1396 -0.0450
O -1.628 -0.802 5.098 0.2904 -0.3380 0.1175 -0.0624
H -0.869 -0.158 3.323 -0.1815 -0.4227 -0.1436 0.0976
H -2.697 -0.090 3.472 0.1987 -0.2956 -0.3619 0.1254
H -1.335 2.118 3.466 -0.3045 -0.0377 -0.0965 0.1175
H -0.770 1.600 5.030 -0.0981 0.1403 0.0801 0.1269
H -2.807 2.069 5.840 0.3246 -0.0668 0.0725 0.0842
H -2.325 -0.599 5.730 -0.1271 0.0062 -0.1578 0.0999
C -3.496 -4.978 -3.279 0.8182 -0.0161 -0.4643 -0.1858
C -2.494 -4.428 -2.285 0.5835 0.6409 1.1304 -0.2373
O -2.245 -5.329 -1.198 -0.5072 -0.6391 -0.5222 -0.0636
O -4.004 -3.928 -4.127 0.1307 -0.3136 0.3058 -0.0729
H -4.303 -5.525 -2.795 -0.1113 0.1576 -0.0276 0.1271
H -2.937 -5.622 -3.964 -0.3110 -0.5892 0.3461 0.1207
H -2.820 -3.484 -1.838 -0.2674 0.0055 -0.4017 0.0987
H -1.530 -4.234 -2.766 -0.2650 0.1375 -0.3313 0.0908
H -1.595 -4.930 -0.617 0.0275 0.2433 -0.0107 0.0694
H -3.454 -3.975 -4.912 -0.1260 0.2910 -0.1814 0.0955
C 4.901 1.752 0.891 0.2644 -1.1590 -0.0450 -0.2184
C 4.636 0.769 -0.253 0.5282 0.6175 0.5385 -0.2229
O 5.323 1.145 -1.442 -0.4622 0.2052 -0.6771 -0.0733
O 6.238 1.534 1.360 0.0979 0.3958 0.0965 -0.0638
H 4.157 1.537 1.664 0.0947 0.2237 0.1153 0.0981
H 4.840 2.797 0.603 -0.1582 0.0024 -0.1750 0.1247
H 3.567 0.728 -0.459 0.0335 0.0034 -0.3113 0.1125
H 4.999 -0.210 0.068 -0.2667 -0.1288 0.0654 0.1156
H 6.259 0.930 -1.426 0.0041 -0.0372 0.4591 0.1092
H 6.251 0.836 2.020 -0.1317 -0.0593 -0.0341 0.0811
C -4.484 -1.017 -2.364 -0.8690 -0.0617 -0.3738 -0.2409
C -4.721 0.452 -2.219 0.4949 1.2450 0.8264 -0.2401
O -4.130 1.244 -3.247 -0.3018 -0.2319 -0.2137 -0.0707
O -5.129 -1.424 -3.572 0.3249 0.1558 -0.1978 -0.0719
H -4.970 -1.508 -1.520 0.3268 -0.1785 0.2182 0.1092
H -3.420 -1.246 -2.408 0.1071 0.0181 0.1198 0.1129
H -4.253 0.851 -1.309 0.1425 -0.4237 0.0587 0.1199
H -5.776 0.715 -2.071 -0.1332 -0.3779 -0.4648 0.1258
H -4.450 0.904 -4.094 0.0430 -0.0055 0.1118 0.0964
H -4.654 -2.201 -3.903 -0.2813 -0.0527 0.1688 0.0388
C 2.720 3.289 -3.070 -0.0262 -0.2546 -0.8326 -0.2275
C 1.227 3.054 -2.957 -0.8201 1.3244 0.3334 -0.2242
O 0.596 3.308 -4.224 0.1558 -0.3736 0.3012 -0.0673
O 3.344 3.464 -1.802 -0.0557 -0.4795 -0.0753 -0.0618
H 2.883 4.181 -3.684 -0.2425 0.1013 0.1225 0.1196
H 3.148 2.465 -3.650 0.1742 -0.1003 0.3042 0.1117
H 0.818 3.804 -2.271 0.3120 0.0147 0.1698 0.0964
H 0.887 2.106 -2.532 0.5471 -0.3767 -0.3051 0.1173
H -0.117 3.920 -4.005 0.0304 0.1406 -0.2884 0.0416
H 4.165 2.960 -1.847 0.0359 -0.0028 0.1963 0.0484
C -0.912 -4.301 3.916 -0.9477 0.3703 0.8818 -0.2419
C -2.106 -3.750 3.131 1.0236 -0.5038 -0.9854 -0.2616
O -3.346 -3.850 3.791 0.1798 -0.0628 -0.0890 -0.0318
O -0.768 -3.657 5.173 0.1368 -0.0321 -0.4459 -0.0679
H 0.007 -4.221 3.327 0.0142 -0.0148 -0.2374 0.0891
H -1.110 -5.352 4.132 0.1711 -0.1198 -0.0493 0.1173
H -2.097 -4.316 2.188 -0.2893 -0.0357 -0.0373 0.1156
H -1.920 -2.729 2.792 -0.1745 0.2585 0.4769 0.1003
H -3.714 -4.698 3.526 -0.2041 0.0804 0.1760 0.0903
H -1.001 -2.727 5.025 0.0657 0.1447 0.3398 0.0459
C 1.800 -1.873 2.710 1.0568 0.7766 -0.2778 -0.2347
C 2.968 -1.766 1.734 -0.2373 0.1055 0.0567 -0.2431
O 3.581 -3.019 1.462 0.0308 0.0319 0.2084 -0.0596
O 2.242 -2.211 4.026 -0.5972 -0.6925 -0.7489 -0.0397
H 1.099 -2.566 2.227 -0.3033 -0.1316 0.5817 0.1153
H 1.356 -0.883 2.781 -0.2575 -0.0714 -0.0829 0.0970
H 3.728 -1.107 2.160 0.0886 -0.1296 0.0010 0.1177
H 2.609 -1.306 0.803 -0.0423 -0.0151 0.0147 0.1017
H 2.886 -3.685 1.418 0.0707 0.0089 -0.1293 0.0820
H 2.116 -3.164 4.092 0.1887 0.1087 0.4577 0.0788
```
Positions in Å, forces in eV/Å.

- charge = -1
- molar mass (u) = 835.535
- E_HOMO (eV) = -7.62
- frontier orbital gap (eV) = 9.29


(2)
C12H40F6MgNO18S2 as an isolated structure in a non-equilibrium geometry, computed with ωB97M-V/def2-TZVPD.

Structure (XYZ):
```
80
Properties=species:S:1:pos:R:3:forces:R:3:lowdin_charge:R:1
Mg 4.373 2.662 -0.646 -1.3858 -0.7591 0.3852 1.5106
C 0.439 -0.924 -1.792 1.1578 0.9962 -1.5117 -0.5832
F -0.630 -1.711 -1.856 1.1536 0.9290 0.1578 0.1769
F 1.554 -1.612 -1.519 -0.9514 0.0651 0.9804 0.1297
F 0.749 -0.367 -3.011 -0.9724 -0.6238 0.2544 0.0595
S 0.107 0.708 -0.775 -2.3534 1.9463 0.0235 0.6892
O -0.162 1.832 -1.677 1.8805 -1.6260 0.4069 -0.3230
O -1.088 0.397 0.007 1.9635 0.0470 -0.6874 -0.3046
N 1.605 1.028 0.154 -3.0653 -0.7003 -1.7159 -0.3278
S 1.197 0.379 1.585 2.5645 -3.9262 2.2937 0.6056
O 0.428 -0.898 1.576 1.5904 3.3214 -0.0466 -0.3006
O 2.522 0.251 2.245 -2.0713 1.1200 -0.4216 -0.3675
C 0.198 1.768 2.483 -0.1122 0.6685 0.3728 -0.6092
F -0.642 1.311 3.404 0.4849 -0.1927 -0.7331 0.1691
F 1.117 2.538 3.117 -0.4057 -0.3681 -0.5870 0.0996
F -0.479 2.549 1.617 0.7220 -0.7045 0.6158 0.1176
O 4.171 1.200 -3.850 0.1878 0.3450 0.7021 -0.0519
H 3.992 1.415 -4.765 -0.1157 0.2139 -0.2560 0.0496
H 4.296 0.251 -3.846 -0.0136 -0.3590 0.0751 0.0451
O -4.146 -2.836 2.417 0.1501 -0.2084 0.0862 -0.0553
H -4.838 -2.321 2.831 -0.1676 0.1186 0.1484 0.0295
H -4.132 -2.534 1.508 0.0430 0.0846 -0.2350 0.0264
O 6.244 -0.116 -0.619 -0.4030 0.8514 -0.1766 -0.0467
H 7.105 -0.216 -1.026 0.2954 0.0212 -0.1755 0.0495
H 6.142 -0.899 -0.078 -0.2686 -0.2910 0.3305 0.0577
O 5.615 3.664 2.117 -0.3741 -0.2763 -0.9935 -0.0423
H 6.223 4.352 2.387 0.2101 0.3472 -0.0551 0.0568
H 5.547 3.091 2.881 -0.2015 -0.3586 0.2844 0.0604
O 2.915 4.910 -2.165 0.6955 -0.7520 0.5017 -0.0425
H 2.090 4.743 -2.621 -0.4362 -0.3394 -0.0982 0.0623
H 3.046 5.855 -2.243 0.2035 0.3534 0.1002 0.0590
C -5.100 3.784 -3.647 -0.7992 0.1862 -0.7404 -0.0289
C -6.142 4.608 -2.830 2.6760 -1.4159 0.3406 -0.2340
C -7.486 3.964 -2.537 1.3077 -1.1961 -0.9930 -0.1163
O -7.503 3.811 -1.120 -0.2297 0.4863 1.0902 0.0415
C -6.243 4.113 -0.538 -1.5757 -0.5067 1.0041 -0.5191
O -5.928 3.979 0.629 -1.0846 0.1148 -2.5430 0.1408
O -5.492 4.559 -1.502 1.0338 1.4751 -0.9832 0.0658
H -5.128 2.722 -3.404 -0.0059 0.0910 0.2510 0.0874
H -4.086 4.166 -3.525 -0.1473 0.0867 0.4683 0.0806
H -5.261 3.862 -4.722 -0.3894 0.0081 -0.1220 0.0775
H -6.122 5.612 -3.254 -0.3529 0.2092 0.6755 0.1468
H -7.487 2.964 -2.972 0.2247 -0.3545 0.1708 0.1239
H -8.271 4.412 -3.146 -0.6532 0.8135 1.3833 0.1342
C -4.569 -5.551 -5.128 -0.0615 -0.6225 -0.6726 -0.1600
O -6.001 -5.519 -5.233 0.5341 1.1114 0.3286 -0.1254
H -4.047 -4.618 -4.915 -1.1088 0.5390 0.6160 0.0699
H -4.258 -6.274 -4.374 0.1862 -0.1152 -0.1973 0.0757
H -4.138 -5.734 -6.112 0.0504 -0.8186 -0.0878 0.0682
H -6.367 -6.403 -5.309 0.4048 -0.0931 0.0139 0.0716
C 4.899 -6.040 -0.031 1.6685 -0.5732 -1.2619 -0.1971
O 5.170 -5.385 1.162 -1.1751 0.7432 1.0612 -0.1149
H 5.000 -7.112 0.139 -0.2166 -0.2182 -0.3988 0.0808
H 3.988 -5.815 -0.587 -0.3309 0.2394 0.4744 0.0788
H 5.735 -5.704 -0.643 -0.0752 -0.4402 -0.5763 0.0750
H 4.377 -5.542 1.680 0.1130 0.2844 0.6847 0.0775
C 2.060 -4.178 -7.661 0.0929 0.7715 0.4334 -0.1861
O 0.948 -5.009 -7.905 0.1967 -0.0794 -0.0745 -0.1062
H 2.723 -4.001 -8.508 0.0572 -0.5345 -0.2771 0.0728
H 1.757 -3.174 -7.363 -0.2794 0.1967 0.1826 0.0658
H 2.628 -4.566 -6.816 -0.0292 -0.2997 -0.2075 0.0777
H 0.359 -4.552 -8.509 -0.0429 -0.0537 -0.0585 0.0760
C 1.574 -0.507 9.663 0.7063 -0.8826 -0.8366 -0.1735
O 2.792 0.060 10.067 0.5782 0.8112 0.8078 -0.1276
H 0.812 -0.213 10.385 -0.0202 0.0379 -0.3950 0.0857
H 1.388 -0.251 8.620 -0.6842 0.5909 0.0602 0.0703
H 1.656 -1.592 9.596 -0.2062 -0.2929 0.5549 0.0717
H 3.576 -0.348 9.695 -0.3745 -0.2670 -0.1945 0.0736
C -0.670 -7.165 2.893 -1.5153 0.2211 1.5667 -0.2028
O -0.392 -6.320 1.857 1.4357 0.7445 -2.4904 -0.1180
H -0.013 -8.031 2.976 0.2582 0.3345 -0.3178 0.0827
H -0.640 -6.547 3.791 0.1193 -0.5971 0.6751 0.0788
H -1.695 -7.518 2.784 -0.1599 -0.4451 0.2498 0.0757
H -0.846 -5.476 1.917 -0.1320 -0.2286 0.3189 0.0836
C 1.203 9.673 6.326 -0.7470 -1.9290 1.0422 -0.1482
O 1.425 8.429 5.649 1.1072 0.0423 -0.8919 -0.1473
H 0.197 9.498 6.707 -0.2574 1.2165 0.2163 0.0764
H 1.858 9.554 7.189 0.0863 0.5756 -0.0381 0.0783
H 1.356 10.633 5.832 0.0188 -0.3334 -0.4341 0.0756
H 0.850 8.279 4.896 -0.2067 0.4228 0.0958 0.0653
```
Positions in Å, forces in eV/Å.

- charge = +1
- molar mass (u) = 688.868
- E_HOMO (eV) = -11.06
- frontier orbital gap (eV) = 2.60